No. 1
{"formula": "C47H124N8O14", "method": "ωB97M-V/def2-TZVPD", "elements": ["C", "O", "C", "C", "C", "N", "H", "H", "H", "H", "H", "H", "H", "H", "H", "H", "H", "C", "O", "C", "C", "C", "N", "H", "H", "H", "H", "H", "H", "H", "H", "H", "H", "H", "C", "O", "C", "C", "C", "N", "H", "H", "H", "H", "H", "H", "H", "H", "H", "H", "H", "C", "O", "C", "C", "C", "N", "H", "H", "H", "H", "H", "H", "H", "H", "H", "H", "H", "C", "O", "C", "C", "C", "N", "H", "H", "H", "H", "H", "H", "H", "H", "H", "H", "H", "C", "O", "C", "C", "N", "C", "C", "O", "C", "H", "H", "H", "H", "H", "H", "H", "H", "H", "H", "H", "H", "H", "H", "H", "C", "O", "C", "C", "N", "C", "C", "O", "C", "H", "H", "H", "H", "H", "H", "H", "H", "H", "H", "H", "H", "H", "H", "H", "C", "O", "C", "C", "N", "C", "C", "O", "C", "H", "H", "H", "H", "H", "H", "H", "H", "H", "H", "H", "H", "H", "H", "H", "C", "C", "C", "O", "H", "H", "H", "H", "H", "H", "H", "H", "C", "C", "C", "O", "H", "H", "H", "H", "H", "H", "H", "H", "C", "C", "C", "O", "H", "H", "H", "H", "H", "H", "H", "H"], "xyz": [[-1.516, 6.818, 1.416], [-2.435, 5.800, 1.115], [-2.017, 5.013, 0.042], [-2.999, 3.881, -0.182], [-3.087, 2.990, 1.042], [-2.562, 3.069, -1.362], [-1.381, 7.491, 0.560], [-0.537, 6.396, 1.686], [-1.876, 7.390, 2.267], [-1.963, 5.576, -0.907], [-1.023, 4.578, 0.231], [-3.994, 4.260, -0.448], [-3.943, 2.309, 0.999], [-3.205, 3.579, 1.951], [-2.196, 2.361, 1.134], [-3.294, 2.350, -1.417], [-2.567, 3.666, -2.183], [1.427, 1.962, -4.959], [1.759, 3.170, -4.365], [0.683, 4.065, -4.430], [1.071, 5.429, -3.915], [1.308, 5.444, -2.409], [0.067, 6.399, -4.373], [0.576, 1.443, -4.493], [2.281, 1.287, -4.964], [1.111, 2.049, -6.012], [0.258, 4.165, -5.439], [-0.148, 3.690, -3.799], [2.049, 5.666, -4.372], [1.443, 6.446, -2.008], [2.187, 4.838, -2.205], [0.407, 4.981, -1.990], [0.097, 7.259, -3.840], [0.275, 6.659, -5.330], [3.038, -0.466, -1.989], [2.442, -0.384, -0.728], [1.038, -0.571, -0.769], [0.297, 0.670, -1.217], [0.707, 1.944, -0.470], [-1.147, 0.467, -1.007], [2.931, -1.441, -2.487], [4.119, -0.392, -1.829], [2.762, 0.347, -2.669], [0.813, -1.454, -1.378], [0.742, -0.773, 0.264], [0.490, 0.852, -2.284], [1.780, 2.150, -0.594], [0.628, 1.763, 0.609], [0.155, 2.804, -0.830], [-1.255, 0.180, -0.028], [-1.624, 1.364, -1.101], [-2.483, 1.299, -4.814], [-3.132, 0.169, -5.361], [-4.220, 0.543, -6.179], [-4.783, -0.662, -6.866], [-5.740, -0.287, -7.969], [-5.463, -1.589, -5.923], [-3.166, 1.920, -4.222], [-2.064, 1.911, -5.625], [-1.660, 0.981, -4.175], [-4.981, 1.084, -5.597], [-3.874, 1.261, -6.946], [-3.981, -1.295, -7.256], [-5.195, 0.152, -8.810], [-6.424, 0.495, -7.632], [-6.217, -1.193, -8.330], [-6.341, -1.188, -5.609], [-4.875, -1.675, -5.098], [1.285, -3.392, -4.819], [-0.024, -3.654, -4.356], [-0.734, -2.475, -4.066], [-2.018, -2.796, -3.346], [-2.977, -3.604, -4.180], [-2.688, -1.525, -2.958], [1.849, -2.830, -4.054], [1.280, -2.777, -5.725], [1.788, -4.348, -4.937], [-0.127, -1.821, -3.414], [-0.932, -1.884, -4.976], [-1.807, -3.307, -2.409], [-2.635, -4.627, -4.375], [-3.177, -3.138, -5.146], [-3.904, -3.781, -3.628], [-2.060, -0.992, -2.335], [-2.740, -0.953, -3.807], [2.852, 1.430, 8.449], [3.358, 1.186, 7.166], [2.742, 2.061, 6.240], [3.266, 1.880, 4.860], [4.638, 2.419, 4.731], [5.265, 2.087, 3.468], [4.561, 2.754, 2.310], [5.419, 2.712, 1.192], [4.807, 3.277, 0.055], [1.762, 1.515, 8.486], [3.315, 2.324, 8.892], [3.170, 0.621, 9.111], [2.837, 3.118, 6.538], [1.651, 1.893, 6.253], [2.597, 2.249, 4.083], [3.333, 0.804, 4.630], [5.148, 2.026, 5.514], [5.211, 0.996, 3.267], [6.333, 2.289, 3.524], [4.290, 3.792, 2.562], [3.617, 2.239, 2.075], [3.973, 2.652, -0.282], [5.548, 3.323, -0.741], [4.425, 4.278, 0.285], [0.029, -3.856, 7.325], [0.169, -2.816, 8.271], [1.092, -1.828, 7.865], [2.535, -2.293, 7.896], [3.022, -2.790, 6.599], [3.170, -1.750, 5.593], [3.463, -2.397, 4.251], [3.405, -1.440, 3.232], [3.996, -1.816, 2.010], [0.936, -4.465, 7.268], [-0.169, -3.419, 6.340], [-0.779, -4.501, 7.660], [0.955, -1.035, 8.606], [0.799, -1.390, 6.901], [2.635, -3.113, 8.606], [3.188, -1.471, 8.230], [3.920, -3.227, 6.766], [4.036, -1.106, 5.821], [2.281, -1.128, 5.559], [2.709, -3.180, 4.059], [4.437, -2.909, 4.292], [4.319, -0.918, 1.485], [3.295, -2.367, 1.367], [4.862, -2.473, 2.171], [1.304, -4.652, -0.579], [0.035, -4.525, 0.029], [0.106, -3.908, 1.292], [-1.102, -4.292, 2.132], [-2.226, -3.390, 1.946], [-2.682, -3.294, 0.546], [-4.017, -2.596, 0.504], [-4.970, -3.376, 1.188], [-6.070, -2.627, 1.641], [1.159, -5.070, -1.569], [1.976, -5.279, 0.018], [1.778, -3.659, -0.651], [0.103, -2.820, 1.134], [1.016, -4.171, 1.846], [-0.836, -4.282, 3.194], [-1.353, -5.343, 1.916], [-3.036, -3.707, 2.470], [-2.670, -4.280, 0.065], [-1.988, -2.652, -0.007], [-4.315, -2.392, -0.532], [-3.877, -1.614, 0.984], [-5.722, -1.776, 2.251], [-6.683, -3.269, 2.264], [-6.631, -2.172, 0.815], [-6.445, 1.988, -0.953], [-5.843, 0.622, -1.150], [-6.587, -0.161, -2.221], [-4.503, 0.847, -1.600], [-7.479, 1.977, -0.606], [-6.457, 2.522, -1.909], [-5.860, 2.583, -0.248], [-5.836, 0.050, -0.216], [-7.616, -0.373, -1.905], [-6.080, -1.107, -2.411], [-6.683, 0.439, -3.127], [-4.166, 0.050, -2.042], [-1.788, -0.921, 4.239], [-1.050, -0.197, 3.122], [0.450, -0.435, 3.211], [-1.534, -0.626, 1.861], [-1.713, -0.415, 5.206], [-1.446, -1.950, 4.391], [-2.855, -0.976, 4.007], [-1.262, 0.867, 3.256], [0.981, 0.110, 2.424], [0.657, -1.492, 3.036], [0.886, -0.065, 4.140], [-1.559, -1.603, 1.840], [6.307, -2.294, -3.632], [6.922, -1.766, -2.343], [6.860, -2.801, -1.238], [8.329, -1.484, -2.540], [6.649, -3.316, -3.797], [6.547, -1.663, -4.489], [5.214, -2.335, -3.581], [6.445, -0.835, -2.018], [5.800, -2.948, -0.997], [7.311, -2.444, -0.313], [7.342, -3.726, -1.545], [8.390, -0.777, -3.188]], "lowdin_charge": [-0.111, -0.176, -0.240, -0.402, -0.040, 0.039, 0.088, 0.090, 0.086, 0.127, 0.120, 0.134, 0.068, 0.081, 0.070, 0.038, 0.074, -0.140, -0.157, -0.233, -0.447, -0.041, 0.037, 0.062, 0.085, 0.093, 0.125, 0.126, 0.139, 0.077, 0.078, 0.060, 0.065, 0.071, -0.104, -0.186, -0.192, -0.402, -0.031, 0.063, 0.072, 0.077, 0.082, 0.111, 0.104, 0.111, 0.057, 0.081, 0.045, 0.050, 0.019, -0.100, -0.221, -0.220, -0.441, -0.068, 0.051, 0.089, 0.092, 0.069, 0.134, 0.131, 0.141, 0.079, 0.082, 0.081, 0.065, 0.036, -0.103, -0.175, -0.221, -0.412, -0.056, 0.062, 0.066, 0.090, 0.088, 0.110, 0.134, 0.127, 0.081, 0.071, 0.079, 0.033, 0.028, -0.130, -0.189, -0.241, -0.208, -0.051, -0.210, -0.244, -0.184, -0.110, 0.089, 0.093, 0.079, 0.131, 0.122, 0.118, 0.095, 0.106, 0.115, 0.125, 0.130, 0.116, 0.068, 0.089, 0.088, -0.107, -0.186, -0.224, -0.187, -0.061, -0.215, -0.234, -0.214, -0.094, 0.080, 0.077, 0.086, 0.117, 0.111, 0.125, 0.099, 0.112, 0.123, 0.088, 0.122, 0.124, 0.083, 0.078, 0.087, -0.093, -0.192, -0.229, -0.182, -0.066, -0.188, -0.225, -0.180, -0.108, 0.088, 0.090, 0.077, 0.102, 0.119, 0.111, 0.129, 0.121, 0.130, 0.108, 0.118, 0.119, 0.090, 0.087, 0.080, -0.051, -0.482, -0.053, -0.090, 0.085, 0.089, 0.063, 0.121, 0.085, 0.073, 0.077, 0.055, -0.054, -0.467, -0.042, -0.094, 0.079, 0.062, 0.078, 0.134, 0.070, 0.076, 0.068, 0.032, -0.056, -0.490, -0.058, -0.061, 0.083, 0.078, 0.064, 0.121, 0.077, 0.080, 0.083, 0.079], "charge": 0, "spin_multiplicity": 1, "relative_energy_ev": 0.0000, "largest_force_ev_per_a": 1.89, "homo_lumo_gap_ev": 9.15, "smiles": "COC[C@H](C)N.COC[C@H](C)N.COC[C@H](C)N.COC[C@H](C)N.COC[C@H](C)N.COCCNCCOC.COCCNCCOC.COCCNCCOC.CC(C)O.CC(C)O.CC(C)O", "e_lumo_ev": 0.548, "homo_energy_ev": -8.601}

No. 2
{"formula": "C4H9N2", "method": "ωB97M-V/def2-TZVPD", "elements": ["C", "C", "C", "C", "N", "N", "H", "H", "H", "H", "H", "H", "H", "H", "H"], "xyz": [[0.776, 0.709, 0.412], [-2.530, -0.595, 0.459], [-3.001, 0.488, -0.551], [2.782, -0.029, -0.497], [-1.727, -0.167, -0.554], [1.388, -0.157, -0.256], [1.386, 1.470, 0.972], [-2.566, -0.284, 1.573], [-2.881, -1.662, 0.306], [-3.504, 0.226, -1.417], [-3.146, 1.484, -0.133], [2.940, 0.273, -1.485], [3.284, -1.040, -0.239], [2.988, 0.803, 0.264], [0.885, -1.003, -0.870]], "nbo_charge": [0.399, -0.332, -0.305, -0.411, -0.214, -0.516, 0.203, 0.264, 0.240, 0.229, 0.242, 0.243, 0.254, 0.215, 0.489], "charge": 1, "spin_multiplicity": 1, "relative_energy_ev": 7.9216, "largest_force_ev_per_a": 5.15, "homo_lumo_gap_ev": [6.64, 8.97], "e_lumo_ev": [-6.745, -4.781], "homo_energy_ev": [-13.387, -13.753]}

No. 3
{"formula": "C6H11F5GeSbSe4Tc", "method": "ωB97M-V/def2-TZVPD", "elements": ["Tc", "Se", "Sb", "Se", "Se", "Se", "F", "C", "F", "C", "F", "F", "F", "C", "Ge", "C", "C", "C", "H", "H", "H", "H", "H", "H", "H", "H", "H", "H", "H"], "xyz": [[-0.464, -1.383, 0.882], [-4.434, 1.610, 1.060], [-3.501, 0.079, 2.643], [-2.573, -2.080, 0.772], [-0.642, 0.489, 2.102], [-3.356, -1.136, 4.708], [0.082, -3.607, 2.832], [0.603, -2.868, 1.852], [0.707, -3.621, 0.725], [1.948, -2.233, 2.180], [2.124, -1.314, 1.162], [3.002, -2.995, 2.233], [1.829, -1.499, 3.289], [-1.505, 2.099, -1.247], [0.288, 1.299, -1.567], [1.733, 2.001, -0.400], [0.820, 1.196, -3.472], [-0.053, -0.717, -1.045], [-1.479, 3.135, -1.576], [-1.786, 2.099, -0.194], [-2.274, 1.586, -1.822], [1.853, 3.055, -0.643], [2.677, 1.503, -0.614], [1.528, 1.936, 0.668], [0.935, 2.221, -3.818], [0.071, 0.714, -4.095], [1.774, 0.689, -3.601], [0.888, -1.247, -1.227], [-0.798, -1.011, -1.790]], "nbo_charge": [0.259, -0.065, 0.908, 0.385, 0.286, -0.054, -0.259, 0.495, -0.280, 0.907, -0.321, -0.236, -0.286, -1.080, 1.581, -1.073, -1.052, -0.897, 0.268, 0.216, 0.244, 0.268, 0.256, 0.225, 0.267, 0.253, 0.257, 0.260, 0.271], "charge": 2, "spin_multiplicity": 1, "relative_energy_ev": 0.4484, "largest_force_ev_per_a": 3.35, "homo_lumo_gap_ev": [4.70, 4.98], "e_lumo_ev": [-11.304, -11.164], "homo_energy_ev": [-16.007, -16.142]}